[1]
99
Properties=species:S:1:pos:R:3:forces:R:3 method="wB97M-V/def2-TZVPD" e_lumo_ha="-0.1139 / -0.1139" e_tot_ha=-3845.08878 orbital_gap_ev="6.5804 / 6.5821" total_charge=+1 spin_multiplicity=1
Ir 0.483 0.578 0.830 -1.30 -0.39 2.01
C 3.779 -1.196 3.412 -0.05 0.00 -0.02
C 2.793 -1.023 2.439 -0.08 -0.25 -0.04
N 1.989 0.024 2.360 0.41 -0.15 -0.81
C 2.205 1.012 3.264 0.41 -0.01 0.09
C 3.157 0.927 4.286 0.12 -0.08 0.07
C 3.956 -0.225 4.357 0.02 0.09 -0.03
C 3.298 2.006 5.219 0.04 0.02 0.02
C 2.523 3.105 5.136 -0.01 0.01 -0.04
C 1.555 3.225 4.087 0.00 0.01 0.05
C 0.692 4.324 3.953 -0.01 0.06 -0.01
C -0.215 4.345 2.926 0.00 0.00 0.00
C -0.236 3.289 2.011 -0.06 0.04 -0.05
N 0.581 2.256 2.116 0.05 0.37 -0.91
C 1.443 2.196 3.146 -0.27 0.24 0.22
H 4.374 -2.098 3.400 0.00 0.01 -0.01
H 2.667 -1.789 1.697 0.03 0.09 -0.02
H 4.703 -0.320 5.134 -0.02 0.00 0.01
H 4.050 1.917 5.993 -0.03 -0.02 0.01
H 2.628 3.916 5.845 -0.02 -0.01 0.00
H 0.744 5.136 4.668 0.00 -0.01 0.00
H -0.911 5.162 2.798 0.01 0.00 0.00
H -0.933 3.278 1.184 0.04 0.00 0.02
I 3.231 0.046 -0.645 0.42 -0.11 -0.16
C 2.928 -0.807 -2.516 -0.05 0.11 0.07
C 3.974 -0.567 -3.365 0.08 0.05 -0.08
C 4.025 -1.129 -4.648 0.03 0.03 0.02
C 3.017 -1.954 -5.024 -0.04 -0.02 -0.01
C 1.921 -2.218 -4.167 0.00 0.03 0.00
C 0.949 -3.117 -4.655 0.03 -0.01 -0.03
C -0.132 -3.438 -3.904 -0.04 -0.01 0.01
C -0.285 -2.816 -2.659 0.01 -0.11 0.03
C 0.600 -1.910 -2.117 0.21 -0.02 0.15
P -0.190 -1.280 -0.512 0.32 0.45 -0.37
C -0.427 -2.890 0.324 -0.15 -0.02 0.01
C -1.583 -3.660 0.207 -0.05 0.04 0.07
C -1.648 -4.926 0.770 0.05 -0.02 0.04
C -0.559 -5.446 1.457 -0.05 0.01 -0.05
C 0.602 -4.695 1.569 0.02 0.06 -0.01
C 0.660 -3.431 1.002 0.05 0.03 -0.05
C -1.824 -0.810 -1.208 0.08 0.06 -0.18
C -1.896 -0.311 -2.512 0.00 0.01 0.01
C -3.118 0.024 -3.072 0.01 0.02 0.03
C -4.292 -0.147 -2.348 0.01 0.03 -0.02
C -4.227 -0.606 -1.045 0.05 -0.01 0.06
C -2.996 -0.913 -0.471 -0.10 0.06 -0.08
C 1.806 -1.615 -2.865 -0.19 -0.03 -0.14
H 4.789 0.061 -3.032 0.01 -0.01 0.00
H 4.864 -0.923 -5.299 -0.01 0.00 0.01
H 3.029 -2.439 -5.993 -0.01 0.00 0.01
H 1.096 -3.547 -5.638 0.00 0.00 0.01
H -0.880 -4.136 -4.253 0.00 0.00 0.01
H -1.187 -3.059 -2.119 0.01 -0.02 -0.03
H -2.452 -3.279 -0.312 0.02 -0.01 -0.01
H -2.557 -5.505 0.676 0.01 0.01 0.00
H -0.614 -6.435 1.895 0.00 0.01 0.01
H 1.463 -5.096 2.088 0.01 0.00 0.00
H 1.576 -2.864 1.049 -0.04 -0.13 -0.03
H -0.997 -0.191 -3.103 -0.02 0.01 0.00
H -3.153 0.406 -4.085 0.01 0.00 0.01
H -5.248 0.091 -2.796 0.01 0.00 0.00
H -5.129 -0.725 -0.459 0.01 0.01 0.00
H -2.959 -1.227 0.552 -0.01 -0.11 0.31
N -0.233 1.656 -0.539 0.96 -0.42 -0.82
C -0.648 2.465 -1.406 -0.38 0.03 0.60
C 0.108 2.659 -2.679 0.08 0.13 0.07
C -0.589 2.814 -3.874 0.04 -0.01 -0.03
C 0.102 2.891 -5.075 0.00 0.00 0.02
C 1.489 2.837 -5.084 0.00 -0.01 -0.03
C 2.187 2.710 -3.890 -0.01 0.01 0.04
C 1.498 2.617 -2.691 0.00 0.04 -0.08
C -1.894 3.264 -1.178 0.05 0.02 -0.27
C -1.897 4.626 -1.475 -0.05 -0.03 -0.05
C -3.013 5.398 -1.185 -0.02 -0.02 0.02
C -4.135 4.810 -0.614 0.03 0.02 -0.01
C -4.133 3.452 -0.326 -0.02 -0.04 0.02
C -3.012 2.681 -0.601 -0.07 0.07 0.13
H -1.672 2.863 -3.862 0.01 0.00 0.00
H -0.443 3.001 -6.004 0.01 0.00 0.00
H 2.027 2.904 -6.021 -0.01 0.00 0.01
H 3.269 2.689 -3.893 0.00 0.00 0.00
H 2.031 2.527 -1.754 -0.02 -0.01 0.00
H -1.026 5.080 -1.933 -0.01 -0.01 0.00
H -3.010 6.456 -1.412 0.00 -0.01 0.01
H -5.008 5.410 -0.394 0.00 -0.01 -0.01
H -5.007 2.988 0.114 0.01 0.02 0.00
H -2.999 1.628 -0.361 0.01 -0.05 0.01
F -0.888 -5.142 5.456 0.02 -0.03 0.00
C -0.917 -3.991 4.798 -0.05 -0.07 0.05
C 0.076 -3.053 4.976 0.13 0.02 -0.01
F 1.072 -3.286 5.832 0.02 -0.01 0.02
C 0.036 -1.867 4.268 0.00 0.09 0.00
F 1.005 -0.989 4.552 -0.23 -0.03 0.27
C -0.958 -1.553 3.342 0.25 0.00 0.04
S -1.059 0.036 2.540 -0.52 -0.33 0.08
C -1.961 -2.515 3.230 -0.06 0.08 -0.10
F -3.022 -2.324 2.443 -0.02 0.18 -0.11
C -1.949 -3.707 3.928 -0.06 -0.06 -0.07
F -2.925 -4.594 3.743 0.00 0.00 0.04

[2]
125
Properties=species:S:1:pos:R:3:forces:R:3 method="wB97M-V/def2-TZVPD" e_lumo_ha=0.0624 e_tot_ha=-3371.15231 orbital_gap_ev=6.0626 total_charge=-1 spin_multiplicity=1
C -0.425 5.713 4.179 -0.22 -0.81 -0.49
C -1.429 4.887 3.814 -1.35 0.18 2.47
Nb -1.155 2.746 4.227 -0.74 1.88 -1.86
C 0.454 2.528 2.558 0.21 -0.76 0.41
O 1.871 2.219 2.874 -0.14 0.25 0.23
C 2.095 1.295 3.818 -0.28 -1.10 -0.07
C 2.974 1.758 4.952 0.56 0.43 -0.82
O 1.680 0.151 3.751 0.07 1.08 0.22
C -2.730 2.159 2.678 0.01 0.93 0.39
C -4.187 2.504 2.935 0.16 -1.33 -0.09
C -4.766 2.010 4.250 -0.36 0.82 -0.17
F -4.407 3.893 2.839 0.01 0.19 -0.02
H 0.213 6.134 3.400 -0.21 0.94 0.22
H -0.265 5.924 5.230 1.00 -0.61 0.05
H -2.304 5.271 3.291 0.50 -0.82 -1.60
H -1.014 1.008 4.729 -0.20 0.14 0.74
H 0.140 3.234 5.466 0.35 0.02 0.06
H -2.365 2.935 5.588 0.37 -0.53 0.29
H 0.051 1.828 1.818 0.27 -0.23 -0.09
H 0.502 3.494 2.062 0.14 0.16 -0.05
H 3.788 1.051 5.080 -0.12 -0.26 0.33
H 3.423 2.710 4.684 -0.06 0.17 0.07
H 2.384 1.900 5.849 -0.16 -0.19 0.13
H -2.448 2.672 1.750 0.09 -0.09 -0.19
H -2.665 1.089 2.481 0.04 -0.16 0.04
H -4.777 2.044 2.134 -0.23 0.30 -0.19
H -4.682 2.823 4.966 0.25 -0.04 0.25
H -5.833 1.826 4.122 -0.06 -0.31 0.08
H -4.238 1.150 4.639 0.01 -0.20 -0.02
C 1.916 -2.123 -3.187 -0.03 -0.08 -0.31
O 2.565 -2.176 -1.918 0.02 -0.12 -0.06
C 1.966 -1.435 -0.973 0.12 0.07 0.06
O 0.974 -0.777 -1.140 -0.11 0.02 -0.06
O 2.656 -1.550 0.149 0.01 0.00 0.02
C 2.120 -0.786 1.253 0.04 -0.08 -0.01
H 2.484 -2.754 -3.867 0.13 -0.02 0.13
H 0.899 -2.507 -3.116 -0.05 0.12 0.04
H 1.906 -1.106 -3.576 -0.09 0.03 0.07
H 1.116 -1.121 1.497 -0.04 0.05 -0.05
H 2.116 0.273 1.014 -0.10 -0.02 0.01
H 2.765 -0.959 2.100 0.15 -0.18 -0.08
C 4.835 -1.949 -8.330 0.20 -0.10 -0.01
O 3.933 -0.971 -8.852 0.05 0.00 -0.07
C 2.794 -0.865 -8.169 0.04 0.08 -0.04
O 2.495 -1.507 -7.199 -0.05 -0.11 0.11
O 2.047 0.073 -8.746 -0.04 0.06 -0.06
C 0.790 0.294 -8.101 -0.18 0.12 0.03
H 5.712 -1.933 -8.970 -0.05 0.10 -0.08
H 5.127 -1.698 -7.312 -0.09 -0.05 0.04
H 4.385 -2.940 -8.357 -0.05 0.02 0.10
H 0.936 0.629 -7.076 0.02 -0.10 0.04
H 0.185 -0.610 -8.119 0.05 -0.04 0.08
H 0.287 1.074 -8.666 0.11 0.01 -0.09
C 2.631 -5.664 -2.558 -0.08 0.15 0.32
O 3.346 -5.672 -3.802 -0.49 0.15 -0.06
C 3.058 -6.696 -4.599 0.04 0.13 0.03
O 2.280 -7.581 -4.368 -0.07 -0.10 0.00
O 3.797 -6.574 -5.704 0.08 0.00 -0.07
C 3.598 -7.618 -6.658 0.05 -0.08 -0.18
H 2.954 -4.782 -2.011 0.11 0.05 -0.15
H 1.560 -5.597 -2.734 -0.01 -0.12 -0.05
H 2.864 -6.552 -1.973 -0.05 -0.08 -0.10
H 2.565 -7.633 -7.000 -0.03 -0.06 0.08
H 3.867 -8.584 -6.234 -0.09 -0.01 0.04
H 4.252 -7.399 -7.497 0.04 0.11 0.06
C 0.701 4.287 -4.388 -0.09 0.07 -0.14
O 0.849 4.426 -2.979 -0.04 0.07 -0.05
C 1.634 3.498 -2.418 -0.05 0.00 0.16
O 2.192 2.611 -3.010 0.07 -0.04 -0.11
O 1.685 3.735 -1.117 0.03 0.05 0.04
C 2.489 2.811 -0.371 0.16 -0.13 0.25
H 0.048 5.093 -4.711 -0.01 0.04 0.12
H 1.664 4.380 -4.889 0.02 -0.11 0.00
H 0.242 3.331 -4.634 0.09 -0.05 0.00
H 3.523 2.845 -0.711 -0.04 -0.05 -0.13
H 2.093 1.802 -0.462 0.00 0.03 -0.15
H 2.443 3.113 0.670 -0.14 0.11 -0.04
C 6.071 -6.499 -3.123 -0.09 0.33 -0.15
O 6.394 -6.513 -1.727 -0.05 0.04 -0.03
C 7.292 -7.427 -1.377 -0.07 0.08 0.04
O 7.832 -8.211 -2.113 0.06 -0.07 -0.05
O 7.494 -7.328 -0.063 0.01 0.01 0.07
C 8.443 -8.259 0.456 0.10 -0.07 0.17
H 5.326 -5.715 -3.274 0.49 -0.26 0.24
H 6.958 -6.283 -3.717 0.03 -0.12 0.02
H 5.646 -7.457 -3.423 0.09 -0.04 -0.01
H 9.420 -8.106 0.002 -0.02 -0.06 -0.08
H 8.109 -9.282 0.291 0.04 0.00 -0.10
H 8.509 -8.069 1.523 -0.09 0.10 -0.01
C -4.249 7.126 5.712 -0.10 0.07 -0.23
O -4.235 7.360 7.125 -0.06 0.10 0.01
C -3.484 6.481 7.793 -0.11 0.07 -0.07
O -2.871 5.578 7.305 0.17 -0.09 0.08
O -3.541 6.783 9.096 -0.04 0.07 0.07
C -2.773 5.901 9.914 0.06 -0.05 0.21
H -4.885 7.894 5.278 -0.03 0.05 0.13
H -3.246 7.210 5.298 0.03 -0.13 0.03
H -4.661 6.144 5.486 0.13 -0.06 0.01
H -1.720 5.944 9.644 -0.01 -0.09 -0.08
H -3.137 4.879 9.828 0.07 -0.02 -0.10
H -2.896 6.243 10.939 -0.08 0.10 -0.04
C -4.448 1.684 -4.312 0.06 -0.09 -0.15
O -4.179 1.863 -2.925 0.05 -0.05 -0.05
C -5.012 2.707 -2.309 0.07 -0.02 0.11
O -5.927 3.291 -2.834 -0.07 0.03 -0.08
O -4.655 2.784 -1.037 0.01 0.00 0.06
C -5.461 3.657 -0.238 -0.14 0.15 0.18
H -3.706 0.982 -4.682 0.05 -0.01 0.12
H -5.443 1.267 -4.461 -0.05 0.10 -0.01
H -4.353 2.626 -4.849 -0.10 0.03 0.02
H -6.496 3.317 -0.225 -0.02 0.03 -0.14
H -5.407 4.679 -0.612 -0.06 -0.04 -0.12
H -5.067 3.628 0.769 0.18 -0.06 -0.04
C -3.534 -2.493 2.237 0.30 0.08 -0.11
O -4.662 -2.070 3.009 0.04 0.03 0.02
C -5.738 -2.832 2.877 0.07 0.10 0.03
O -5.838 -3.813 2.186 -0.04 -0.09 -0.04
O -6.705 -2.324 3.645 -0.07 0.03 0.05
C -7.930 -3.049 3.598 -0.18 -0.01 0.07
H -2.734 -1.786 2.437 -0.11 0.09 0.13
H -3.216 -3.490 2.536 -0.09 -0.05 -0.04
H -3.768 -2.474 1.175 -0.07 -0.09 0.01
H -7.788 -4.070 3.950 0.02 -0.04 -0.10
H -8.337 -3.055 2.588 0.05 -0.09 -0.03
H -8.619 -2.533 4.260 0.09 0.09 0.03

[3]
58
Properties=species:S:1:pos:R:3:forces:R:3 method="wB97M-V/def2-TZVPD" e_lumo_ha=-0.0750 e_tot_ha=-2857.73134 smiles="C#CC1=C(OC[C@H](C)O)C(=O)OC1=O.FC(F)C(F)(F)COC(F)(F)C(F)F.FC(F)C(F)(F)COC(F)(F)C(F)F" orbital_gap_ev=7.6192 spin_multiplicity=1
C 1.765 4.027 -1.393 1.51 -2.61 -9.71
C 2.039 3.793 -2.775 -2.55 0.12 7.81
C 2.066 3.142 -4.315 0.17 -2.42 1.56
C 2.152 1.670 -4.537 0.11 3.63 0.66
O 2.263 0.631 -3.498 1.01 2.46 -3.25
C 3.656 0.086 -3.511 1.74 -0.36 -0.48
C 4.726 1.022 -2.673 -0.60 0.81 -0.30
C 6.227 1.098 -3.398 -0.45 0.52 0.63
O 4.810 0.555 -1.274 -0.24 2.19 -0.61
C 2.124 1.499 -6.175 -0.16 -5.01 -0.52
O 2.092 0.319 -6.818 0.30 8.96 3.85
O 2.120 2.882 -6.741 -0.39 -0.30 1.32
C 2.008 3.957 -5.738 -0.35 3.74 2.18
O 1.901 5.284 -5.848 0.83 -9.61 -0.20
H 1.458 3.978 -0.241 1.02 0.36 -3.28
H 3.658 -1.015 -3.094 -0.35 2.39 -0.63
H 4.019 0.036 -4.624 -0.74 0.07 2.04
H 4.267 2.119 -2.632 0.93 -2.31 -0.35
H 6.284 0.492 -4.399 -0.03 1.03 2.08
H 6.422 2.230 -3.646 -0.28 -2.24 0.39
H 7.032 0.765 -2.598 -1.70 0.50 -1.85
H 4.693 1.375 -0.685 0.24 -2.01 -1.42
C 1.892 0.238 3.696 0.13 -0.62 0.95
C 2.717 0.500 2.427 -0.28 -1.23 -0.22
C 2.654 1.930 1.905 0.32 0.61 -0.43
F 1.399 2.289 1.548 0.51 0.03 -0.14
F 3.420 2.068 0.790 0.07 -0.12 0.17
F 2.357 -0.393 1.467 0.06 0.59 0.22
F 4.023 0.212 2.728 -0.26 0.59 0.04
O 0.606 -0.354 3.493 -0.74 1.53 -0.93
C -0.451 0.562 3.212 1.24 -0.37 1.51
C -1.083 0.332 1.834 -0.20 -0.38 -1.02
F -0.174 0.488 0.837 -0.17 -0.10 0.51
F -2.078 1.228 1.595 0.19 0.01 0.54
F -0.006 1.830 3.383 -0.81 -0.31 -0.04
F -1.381 0.359 4.184 -0.01 -0.03 -0.69
H 2.445 -0.511 4.276 -0.10 0.03 -0.37
H 1.844 1.113 4.356 -0.03 -0.04 -0.39
H 3.022 2.643 2.649 -0.01 -0.13 0.10
H -1.500 -0.676 1.756 0.28 0.37 0.21
C -4.500 -3.178 3.067 0.38 -0.56 0.95
C -3.832 -2.532 1.844 -0.21 -1.19 -0.33
C -4.489 -1.245 1.361 -0.14 0.92 -0.72
F -5.765 -1.442 0.958 0.59 0.16 -0.01
F -3.824 -0.743 0.285 0.21 -0.30 0.25
F -3.746 -3.450 0.844 -0.12 0.51 0.23
F -2.538 -2.246 2.195 -0.37 0.11 0.18
O -5.401 -4.253 2.791 -1.23 1.11 -0.95
C -6.740 -3.867 2.489 1.14 0.17 1.75
C -7.173 -4.284 1.078 -0.20 -0.19 -1.01
F -6.391 -3.710 0.128 -0.14 -0.30 0.51
F -8.449 -3.890 0.820 0.32 -0.02 0.51
F -6.888 -2.540 2.715 -0.58 -0.72 -0.14
F -7.520 -4.492 3.412 0.10 0.03 -0.77
H -3.696 -3.643 3.650 -0.09 -0.01 -0.35
H -4.937 -2.438 3.748 0.01 -0.02 -0.41
H -4.483 -0.477 2.140 0.06 -0.11 0.13
H -7.114 -5.369 0.953 0.05 0.08 0.25